15
Properties=species:S:1:pos:R:3 method="wB97M-V/def2-TZVPD" total_energy_ev=-9763.97205 orbital_gap_ev=8.79 e_above_lowest_ev=5.416
N -1.35 1.14 -0.09
N 1.70 -0.01 -0.72
N 1.24 0.99 0.32
C -1.23 -1.19 0.13
C -0.18 1.51 0.27
C 1.23 -1.12 -0.25
C 0.13 -1.23 0.75
C -1.72 -0.07 -0.54
H 0.21 -2.21 1.30
H 0.14 -0.27 1.42
H -2.64 -0.14 -1.19
H 1.93 1.78 -0.16
H 1.74 -1.96 -0.87
H 0.02 2.50 0.86
H -1.85 -2.01 -0.08

18
Properties=species:S:1:pos:R:3 method="wB97M-V/def2-TZVPD" total_energy_ev=-6412.33826 smiles="C=CC.C=CC" orbital_gap_ev=9.85 e_above_lowest_ev=4.602
C -0.83 -2.70 0.45
C 0.52 2.87 -0.01
C -0.15 -3.49 -0.42
C -1.75 -1.61 -0.16
C 1.03 1.41 -0.41
C 1.44 3.84 0.57
H 1.15 4.44 1.59
H -2.55 -1.37 0.59
H -0.57 2.98 0.28
H 1.14 1.15 -1.45
H -1.07 -2.73 1.49
H 0.40 -4.22 0.15
H -0.16 -3.48 -1.61
H -2.38 -2.28 -0.89
H 2.13 1.29 0.00
H 2.53 3.91 0.29
H 0.36 0.74 0.15
H -1.22 -0.76 -0.61

47
Properties=species:S:1:pos:R:3 method="wB97M-V/def2-TZVPD" total_energy_ev=-42378.23700 orbital_gap_ev=8.36 e_above_lowest_ev=21.318
S 2.03 1.02 -1.30
O 1.23 1.66 -2.06
O 3.41 0.87 -1.96
O 1.94 4.38 -0.57
N -1.14 2.64 1.01
N 2.30 1.74 0.02
N -0.16 4.46 0.14
N -0.77 5.56 -0.14
N -2.46 4.80 0.70
C 1.22 2.39 0.57
C 0.99 3.79 -0.12
C 0.02 1.88 1.09
C -0.62 -5.11 -1.26
C -2.71 6.98 -0.11
C 0.04 0.64 1.78
C 0.16 -1.08 -1.23
C 1.61 -0.55 -1.01
C -1.39 -4.16 0.94
C 0.42 -3.14 -0.21
C 1.56 -2.65 0.03
C 0.87 -5.35 0.75
C -0.36 -2.24 -1.16
C -0.45 -4.48 -0.13
C -1.28 3.85 0.70
C 2.30 -1.53 -0.23
C -1.93 5.89 0.09
H 1.10 -4.90 1.74
H -3.63 6.86 0.19
H 0.12 -5.32 -1.85
H 3.18 -1.23 0.04
H -0.52 0.44 2.88
H -1.92 -5.18 1.05
H -2.37 7.69 0.24
H -1.16 -4.60 -1.90
H -0.49 -0.25 -1.87
H -2.23 -3.60 0.38
H -0.51 -0.16 1.00
H -1.31 -2.51 -1.22
H -1.31 -3.66 1.79
H -0.92 -6.24 -0.93
H 2.41 -3.42 0.86
H 2.94 2.17 0.32
H 0.09 -6.27 1.16
H 1.58 -5.54 0.09
H -2.75 7.27 -1.29
H 1.00 0.08 1.75
H -0.09 6.14 -0.79

10
Properties=species:S:1:pos:R:3 method="wB97M-V/def2-TZVPD" total_energy_ev=-7734.79020 orbital_gap_ev="8.84 / 8.64" e_above_lowest_ev=5.961
O -0.45 -2.35 -0.90
O -2.24 -0.12 -1.91
N -0.96 -0.14 -1.34
C -0.37 -1.18 -0.73
C 0.98 0.17 1.05
H 1.27 -0.81 1.35
H 0.07 0.62 1.27
H -2.24 -0.85 -2.41
H 1.81 0.69 0.73
H -0.62 0.78 -1.17